Entry 1:
24
Properties=species:S:1:pos:R:3:forces:R:3 method="wB97M-V/def2-TZVPD" total_charge=-1 e_tot_ev=-13524.2560 e_homo_ev="0.8 / -6.4" spin_multiplicity=2
O 1.33518 1.99233 2.95248 0.033 0.373 0.007
O -0.17834 0.06716 -0.86774 0.512 0.139 0.127
N 1.75180 0.81763 1.05413 -0.446 0.533 -0.590
N -1.92124 -1.13912 -1.51823 -0.919 -0.376 0.048
C 0.95237 1.22537 2.07729 0.782 -0.472 0.743
C 2.97610 1.56516 0.79799 -0.623 -0.606 -0.082
C -0.61820 -0.95591 -1.39929 -0.214 0.137 -0.323
C -2.88033 -0.22318 -0.97348 0.363 0.620 -0.534
C -0.36145 0.52820 2.19464 -0.245 0.332 -1.203
C 0.21615 -1.99530 -2.05098 0.456 -0.531 -0.332
H -2.78945 -0.15892 0.09671 0.007 0.097 0.522
H 0.97554 -1.49775 -2.64173 0.169 0.179 -0.248
H -2.70261 0.77425 -1.40599 -0.309 -0.199 0.265
H 1.23396 0.50077 0.22718 0.138 -0.230 0.241
H -0.56102 -0.00670 1.27229 -0.360 0.176 -0.108
H 2.95005 2.42593 1.44409 0.364 0.360 0.188
H 3.82789 0.92946 0.99946 0.419 0.053 0.155
H -0.37893 -2.64700 -2.69931 0.033 0.046 0.037
H 3.00433 1.85835 -0.24473 0.038 0.141 -0.199
H -0.29317 -0.23142 2.94161 -0.067 -0.187 0.951
H -3.86031 -0.59868 -1.23375 -0.374 0.060 -0.079
H -1.12205 1.29188 2.38504 -0.025 -0.434 0.186
H -2.32660 -1.90295 -2.05338 0.394 -0.265 -0.081
H 0.77034 -2.61956 -1.35428 -0.127 0.055 0.309

---

Entry 2:
24
Properties=species:S:1:pos:R:3:forces:R:3 method="wB97M-V/def2-TZVPD" smiles="CNC(C)=O.CNC(C)=O" e_tot_ev=-13523.4055 e_homo_ev=-9.0 spin_multiplicity=1
O -0.17557 3.74916 -0.04745 -0.802 -2.075 -0.224
O 0.43870 -1.36858 0.51055 -1.123 -1.715 -1.058
N 0.33926 1.58684 0.57075 -1.137 0.258 0.787
N 0.23698 -2.86421 -1.23543 0.426 7.264 2.364
C -1.23474 -3.01986 0.89389 -2.113 -1.852 -1.738
C 1.33457 -2.06616 -1.92068 1.134 -2.777 2.751
C -0.58121 2.59918 0.18580 1.640 0.698 1.742
C 1.70683 1.97850 0.71733 2.190 -0.335 -1.080
C -0.12254 -2.38246 0.04723 1.508 0.958 0.598
C -2.03506 2.22608 0.24300 0.120 -3.080 0.107
H 1.73570 -2.73294 -2.70114 -0.345 0.642 -0.019
H -2.68653 2.79790 -0.32171 -0.839 1.746 -1.043
H -2.22020 1.19791 -0.14784 0.640 0.434 -0.126
H -2.19157 -2.36418 0.64510 1.885 -1.417 0.892
H 2.19705 -1.93740 -1.13255 -1.661 0.270 -1.642
H 1.90849 2.77196 1.41663 -0.395 0.713 0.292
H 2.35945 1.14321 1.11640 -1.018 0.509 -0.838
H -1.04126 -3.14433 1.98254 0.124 0.876 -0.900
H 0.89831 -1.16613 -2.24709 -0.001 1.141 -0.513
H 0.13314 0.82096 1.25210 -0.676 0.929 -1.475
H 0.25524 -3.75838 -1.41328 -0.373 -5.829 -0.902
H -2.49348 2.06943 1.21512 0.528 0.670 0.610
H -1.50467 -4.13644 0.56863 0.536 2.407 0.273
H 2.10451 2.32373 -0.28442 -0.248 -0.435 1.139